1.
22
Properties=species:S:1:pos:R:3:nbo_charge:R:1 method="wB97M-V/def2-TZVPD" gap_ev=4.76 homo_energy_ev=-13.2 charge=+1 multiplicity=1
C -1.298 -0.614 0.633 -0.29
N -0.530 -1.794 0.475 -0.55
C -1.613 -0.017 -0.798 -0.24
N -0.478 0.565 -1.417 -0.47
C -0.229 1.928 -1.048 -0.45
H -2.249 -0.768 1.132 0.24
H -0.801 0.134 1.266 0.29
H -0.694 -2.563 1.115 0.47
H 0.045 -1.607 -0.375 0.46
H -2.081 -0.874 -1.298 0.23
H -2.448 0.706 -0.793 0.26
H 0.451 0.115 -1.410 0.44
H 1.174 -1.679 1.350 0.21
H -0.569 2.176 -0.036 0.21
H 0.806 2.229 -1.137 0.24
H -0.755 2.607 -1.725 0.24
H 1.846 0.305 0.823 0.50
H 2.809 -0.764 -0.809 0.50
O 1.945 -0.385 -0.597 -0.99
H 1.190 -1.125 0.606 0.15
H 2.008 0.629 2.412 0.49
O 1.471 0.794 1.629 -0.94

---

2.
22
Properties=species:S:1:pos:R:3:nbo_charge:R:1 method="wB97M-V/def2-TZVPD" gap_ev=5.30 homo_energy_ev=-11.0 charge=+1 multiplicity=1
C -0.542 2.541 -0.632 -0.41
C 0.721 2.314 1.396 -0.42
C 1.754 1.958 -0.828 -0.42
N -0.177 -2.835 0.008 -1.38
N 0.559 1.919 -0.005 -0.48
Si -1.258 -4.058 0.944 1.09
Si -0.310 -2.140 -1.538 1.58
H -0.705 2.148 -1.608 0.20
H -1.495 2.144 -0.112 0.18
H -0.535 3.628 -0.474 0.18
H 0.182 1.566 2.034 0.21
H 1.883 2.278 1.602 0.21
H 0.431 3.336 1.540 0.19
H 1.570 1.712 -1.917 0.20
H 2.252 2.944 -0.637 0.19
H 0.767 -2.739 0.281 0.43
H -1.468 -2.181 -2.322 -0.14
H -0.443 -4.443 2.039 -0.13
H -2.453 -3.304 1.132 -0.15
H -1.638 -5.028 -0.034 -0.16
H 0.941 -1.736 -2.033 -0.15
H 2.393 1.066 -0.675 0.19

---

3.
22
Properties=species:S:1:pos:R:3:nbo_charge:R:1 method="wB97M-V/def2-TZVPD" gap_ev=7.55 homo_energy_ev=-3.6 charge=-1 multiplicity=1
C -1.482 -0.814 2.118 -1.05
Sb 0.517 0.121 1.840 1.10
C 0.543 -0.611 -0.289 -0.84
C 0.167 0.210 -1.544 0.38
N 1.250 0.108 -2.521 -0.85
N -0.113 1.635 -1.271 -0.86
N -1.020 -0.299 -2.248 -0.84
H -1.887 -0.527 3.091 0.20
H -1.377 -1.900 2.067 0.20
H -2.168 -0.482 1.334 0.19
H 1.328 -1.436 2.203 -0.29
H 2.095 0.917 1.547 -0.28
H -0.320 1.662 1.497 -0.31
H 0.601 0.570 3.565 -0.26
H -0.081 -1.509 -0.242 0.20
H 1.571 -0.965 -0.397 0.21
H 2.109 0.448 -2.103 0.35
H 1.012 0.737 -3.284 0.36
H 0.717 2.004 -0.810 0.35
H -0.801 1.684 -0.521 0.36
H -0.850 -1.285 -2.421 0.35
H -1.810 -0.269 -1.610 0.35

---

4.
22
Properties=species:S:1:pos:R:3:nbo_charge:R:1 method="wB97M-V/def2-TZVPD" gap_ev="10.48 / 5.01" homo_energy_ev="-13.9 / -13.9" charge=+1 multiplicity=2
C 0.860 1.006 0.362 -0.50
N 1.257 -0.350 -0.001 -0.01
C 2.680 -0.358 0.050 -0.47
C 0.638 -0.844 -1.225 -0.49
H 1.360 1.289 1.425 0.28
H 1.321 1.831 -0.366 0.30
H -0.253 1.231 0.371 0.25
H 3.063 -1.234 -0.333 0.24
H 3.017 -0.316 1.135 0.27
H 3.136 0.479 -0.588 0.28
H 0.932 -1.934 -1.373 0.27
H -0.463 -0.854 -1.180 0.27
H 1.011 -0.252 -2.048 0.28
H -2.776 2.994 -0.680 0.49
H -1.877 1.697 -0.471 0.45
O -2.340 2.314 -1.105 -0.93
H -0.739 -2.078 2.114 0.52
H -0.081 -1.449 0.732 0.45
O -0.909 -1.717 1.192 -0.94
H -2.650 -0.719 1.080 0.47
H -3.630 -0.358 -0.031 0.47
O -3.558 -0.377 0.941 -0.94

---

5.
24
Properties=species:S:1:pos:R:3:nbo_charge:R:1 method="wB97M-V/def2-TZVPD" smiles=CNCCSS.O.O.O gap_ev=9.03 homo_energy_ev=-8.7 multiplicity=1
C -0.661 -3.060 -1.996 -0.41
N -0.715 -1.725 -1.332 -0.68
C 0.549 -0.912 -1.296 -0.25
C 0.353 0.190 -2.383 -0.55
S -0.714 1.549 -1.835 0.11
S 0.104 2.102 0.016 -0.20
H -1.740 -3.311 -2.153 0.20
H -0.180 -3.783 -1.356 0.18
H -0.171 -3.007 -2.992 0.20
H -1.327 -1.677 -0.509 0.37
H 0.764 -0.502 -0.205 0.21
H 1.479 -1.542 -1.532 0.20
H -0.256 -0.211 -3.269 0.24
H 1.269 0.587 -2.874 0.22
H 0.236 3.429 -0.225 0.15
O 2.797 0.770 2.699 -0.94
H 2.265 0.094 3.007 0.48
H 2.218 1.253 2.134 0.46
O -2.598 -0.325 3.059 -0.93
H -3.089 -0.786 2.392 0.46
H -2.507 0.552 2.750 0.47
O 1.286 -1.755 3.143 -0.96
H 0.705 -1.813 2.550 0.47
H 1.778 -2.460 3.550 0.50

---

6.
23
Properties=species:S:1:pos:R:3:nbo_charge:R:1 method="wB97M-V/def2-TZVPD" gap_ev=4.31 homo_energy_ev=-9.3 multiplicity=1
C 1.527 -0.743 -0.535 -0.58
C 0.277 -0.039 -0.099 -0.13
C 0.018 1.246 -0.938 -0.56
N 0.157 -0.073 1.261 -0.44
H 1.317 -1.404 -1.453 0.35
H 2.324 -0.046 -0.795 0.22
H 1.951 -1.480 0.153 0.24
H -0.774 1.853 -0.517 0.26
H 0.924 1.833 -0.967 0.22
H -0.761 0.318 1.585 0.45
H 0.929 0.442 1.715 0.42
H -0.396 2.138 1.682 0.49
H -2.365 2.056 2.012 0.46
O -1.891 1.433 1.449 -1.03
H -0.294 -2.412 -1.460 0.49
H 0.038 -1.802 -3.443 0.45
O -0.315 -3.048 -0.695 -1.00
H 0.362 2.880 2.820 0.47
H -0.984 -3.697 -0.927 0.47
O 0.024 -1.304 -2.613 -0.89
H -0.485 -0.802 -0.446 0.35
H -0.241 0.886 -1.925 0.26
O 0.472 2.579 1.913 -0.99

---

Calculated total energy, -382.7429, -811.4458, -527.6691, -403.3816, -1200.0669, -478.7105 a.u. (same order as the records).